# 1
# C16H26O14S

4 unconnected molecules or ions with the total composition C16H26O14S (ωB97M-V/def2-TZVPD, OMol25).

Geometry as XYZ:
```
57
Properties=species:S:1:pos:R:3:forces:R:3
C -1.669 -0.068 6.005 0.07 -0.15 -0.10
C -1.100 0.843 4.914 0.08 -0.01 0.00
C -1.834 2.188 4.794 -0.13 -0.04 0.13
C -2.915 2.281 3.731 -0.23 -0.03 0.03
O -2.426 2.558 2.417 0.13 0.23 -0.02
C -1.835 1.594 1.652 -0.08 -0.05 -0.42
C -2.438 0.205 1.692 0.12 -0.10 0.09
C -0.312 1.696 1.645 0.07 0.63 0.07
O 0.063 1.019 0.435 0.11 -0.09 0.07
S -0.943 1.510 -0.713 0.05 -0.05 -0.09
O -0.343 2.560 -1.458 -0.06 0.09 0.03
O -1.419 0.356 -1.393 0.02 -0.07 -0.01
O -2.041 2.100 0.242 -0.09 -0.14 0.15
H -0.926 -0.800 6.325 -0.02 -0.01 -0.02
H -2.531 -0.637 5.651 -0.10 0.12 0.04
H -1.968 0.505 6.884 0.01 -0.01 0.01
H -1.130 0.301 3.965 0.10 0.06 0.10
H -0.043 1.025 5.117 -0.02 0.04 0.06
H -2.342 2.383 5.744 0.08 0.04 0.03
H -1.136 3.017 4.658 0.00 -0.02 -0.11
H -3.559 1.398 3.730 0.05 0.02 -0.03
H -3.555 3.135 3.941 0.02 0.01 -0.03
H -1.730 -0.518 1.289 -0.01 0.00 -0.02
H -3.328 0.204 1.067 -0.02 -0.04 0.21
H -2.708 -0.106 2.699 0.03 0.02 -0.10
H -0.074 2.757 1.530 0.02 0.00 0.16
H 0.229 1.322 2.510 -0.09 -0.49 -0.21
C 3.916 -0.121 -1.906 -0.09 -0.03 -0.14
C 2.704 -0.813 -1.310 -0.05 0.13 -0.06
O 3.311 -1.838 -0.512 -0.01 -0.03 0.02
C 4.572 -1.453 -0.204 0.04 -0.03 0.00
O 5.277 -2.013 0.574 -0.02 0.01 -0.03
O 4.916 -0.353 -0.906 0.01 0.01 0.03
H 3.786 0.947 -2.060 0.05 0.02 0.10
H 4.244 -0.587 -2.835 0.03 0.04 0.00
H 2.121 -0.158 -0.662 0.01 -0.01 0.02
H 2.050 -1.265 -2.051 0.03 -0.08 0.03
C 6.104 -3.414 -3.704 0.01 -0.07 0.01
C 6.678 -3.781 -5.062 0.04 -0.04 0.05
O 6.347 -2.633 -5.850 0.03 0.03 -0.02
C 6.178 -1.574 -5.024 -0.02 0.01 -0.01
O 6.048 -0.448 -5.375 -0.01 -0.04 0.01
O 6.169 -1.984 -3.733 -0.06 0.02 0.03
H 6.680 -3.783 -2.861 0.03 0.05 0.00
H 5.061 -3.716 -3.598 0.00 -0.01 0.00
H 7.764 -3.886 -5.037 0.00 -0.01 0.01
H 6.232 -4.665 -5.508 -0.04 0.04 -0.03
C -5.418 1.250 -2.730 0.05 -0.02 -0.06
C -5.914 -0.182 -2.834 -0.03 0.04 -0.05
O -5.600 -0.703 -1.537 -0.06 -0.01 0.03
C -5.504 0.327 -0.671 0.16 0.03 -0.01
O -5.380 0.212 0.508 -0.20 -0.02 -0.06
O -5.542 1.506 -1.326 -0.02 0.00 0.03
H -6.016 1.969 -3.282 -0.04 0.01 0.05
H -4.367 1.347 -3.007 0.00 -0.01 -0.01
H -6.994 -0.238 -2.979 0.00 0.00 -0.01
H -5.408 -0.774 -3.591 0.05 -0.01 0.04
```
Positions in Å, forces in eV/Å.

Results
F_max (Eh/bohr): 0.012
Net charge: 0
HOMO level (eV): -10.62
Structure (SMILES): CCCCO[C@]1(C)COS(=O)(=O)O1.O=C1OCCO1.O=C1OCCO1.O=C1OCCO1
Kohn-Sham gap (eV): 11.2

***

# 2
# C16H27N3O3S

C16H27N3O3S in the gas phase at a distorted geometry (ωB97M-V/def2-TZVPD, OMol25).

Geometry as XYZ:
```
50
Properties=species:S:1:pos:R:3:forces:R:3
C 6.824 1.202 -0.636 0.02 0.05 0.05
C 5.679 0.684 -0.219 -0.05 -0.10 -0.03
C 4.642 1.535 0.439 -0.30 0.10 -0.16
H 4.990 2.557 0.576 -0.04 -0.02 0.05
H 4.313 1.108 1.385 0.09 0.10 0.06
S 3.111 1.680 -0.576 0.25 0.38 -0.23
C 2.164 0.459 0.181 0.22 -0.43 0.59
N 2.482 -0.308 1.178 0.92 1.04 -0.61
N 1.401 -1.078 1.426 -1.42 -0.67 0.15
C 0.485 -0.753 0.579 0.33 -0.19 0.63
O 0.908 0.230 -0.261 0.12 0.09 -0.07
C -0.883 -1.324 0.420 -0.18 -0.16 -0.20
N -1.708 -0.393 -0.307 0.16 0.07 -0.21
C -2.705 0.310 0.295 0.20 -0.16 -0.26
O -3.075 0.113 1.426 -0.19 0.05 0.38
O -3.197 1.204 -0.575 0.03 0.06 -0.18
C -4.297 2.069 -0.195 -0.48 0.37 0.22
C -3.888 2.957 0.980 0.09 -0.28 -0.13
H -3.698 2.350 1.861 -0.01 0.04 0.05
H -4.684 3.662 1.201 -0.09 0.10 -0.01
H -2.984 3.511 0.732 0.07 0.09 -0.03
C -4.551 2.914 -1.443 0.21 -0.33 0.26
H -5.365 3.609 -1.261 -0.09 0.07 0.03
H -3.656 3.474 -1.703 0.08 0.09 -0.03
H -4.812 2.273 -2.281 -0.06 -0.05 -0.10
C -5.531 1.236 0.150 0.32 -0.04 -0.01
H -5.784 0.581 -0.681 -0.07 -0.04 -0.10
H -5.339 0.629 1.031 -0.06 -0.01 0.03
H -6.372 1.894 0.350 -0.10 0.09 -0.01
H -1.406 -0.091 -1.221 -0.09 0.03 0.06
H -1.335 -1.439 1.412 0.13 0.02 -0.15
C -0.821 -2.711 -0.270 -0.35 0.04 0.26
C -0.101 -3.703 0.639 0.11 0.14 -0.26
H 0.827 -3.280 1.013 0.05 -0.12 0.04
H 0.128 -4.618 0.099 0.01 -0.13 0.00
H -0.728 -3.948 1.493 -0.11 -0.07 0.15
C -2.242 -3.179 -0.601 0.23 -0.03 -0.27
C -2.269 -4.482 -1.392 -0.07 0.17 0.19
H -1.665 -4.396 -2.293 0.07 -0.04 -0.12
H -3.289 -4.717 -1.686 -0.06 -0.09 -0.06
H -1.890 -5.310 -0.800 0.05 -0.15 0.00
H -2.798 -3.302 0.330 -0.07 0.07 0.09
H -2.744 -2.404 -1.184 -0.05 -0.03 0.08
H -0.259 -2.601 -1.206 0.01 0.03 -0.03
C 5.329 -0.762 -0.373 0.11 -0.03 0.00
H 4.549 -0.878 -1.127 -0.10 -0.06 -0.02
H 6.194 -1.340 -0.685 0.06 -0.06 -0.05
H 4.942 -1.160 0.563 -0.02 -0.08 0.01
H 7.585 0.594 -1.094 0.13 -0.19 -0.09
H 7.051 2.249 -0.529 -0.01 0.25 0.06
```
Positions in Å, forces in eV/Å.

Results
F_max (Eh/bohr): 0.031
Net charge: 0
HOMO level (eV): -8.80
Structure (SMILES): C=C(C)CSc1nnc([C@@H](NC(=O)OC(C)(C)C)[C@@H](C)CC)o1
Kohn-Sham gap (eV): 9.4

***

no.,calculated total energy (eV)
1,-56513.0490
2,-38478.3388